(1)
DFT (ωB97M-V/def2-TZVPD) results for a molecular structure, H2I2O2P.

Computed properties:
Frontier orbital gap (alpha / beta), Eh: 0.2201 / 0.2254
HOMO energy (alpha / beta), eV: -14.23 / -14.36
F_max, eV/A: 2.95
Net charge: +1
Lowest unoccupied orbital energy (alpha / beta), eV: -8.24 / -8.23
Relative energy (zero: lowest compared OMol25 entry of this formula, charge and spin), kcal/mol: 59.2

XYZ file:
```
7
Properties=species:S:1:pos:R:3:forces:R:3
I -3.701 -1.058 -0.121 1.9 1.5 0.2
I -1.019 3.286 -0.037 -0.4 -1.7 0.1
P -1.061 0.751 0.161 -1.9 0.9 -1.4
O -0.466 0.455 1.558 0.6 -0.8 0.1
O 0.013 0.191 -0.816 0.8 -0.6 -2.4
H 0.158 0.119 -1.841 -0.9 0.4 2.8
H 0.247 -0.216 1.451 -0.2 0.2 0.6
```
Positions in Å, forces in eV/Å.

***

(2)
DFT (ωB97M-V/def2-TZVPD) results for C5H11NO in the gas phase.

Computed properties:
Frontier orbital gap, Eh: 0.3881
HOMO energy, eV: -9.49
F_max, eV/A: 2.56
Net charge: 0
Lowest unoccupied orbital energy, eV: 1.07
Relative energy (zero: lowest compared OMol25 entry of this formula, charge and spin), kcal/mol: 54.8

XYZ file:
```
18
Properties=species:S:1:pos:R:3:forces:R:3
O -1.269 2.416 0.233 0.2 0.3 -0.2
N 0.516 0.444 0.101 0.1 -0.4 -0.1
C 0.841 -1.519 -1.554 0.7 1.5 0.5
C -1.852 1.145 0.301 -0.3 0.1 -0.2
C -0.802 0.116 0.617 -0.2 -0.5 0.3
C 1.372 -0.618 -0.364 0.2 -2.2 -1.2
C 0.316 0.387 1.536 0.3 0.0 0.8
H -0.142 -1.995 -1.374 0.6 0.4 -0.1
H 0.823 -0.804 -2.372 -0.5 -0.5 -0.6
H 1.590 -1.404 0.367 0.0 0.5 0.8
H -0.395 2.247 -0.162 0.0 0.2 0.0
H -1.153 -0.907 0.587 0.1 -0.2 -0.2
H 0.780 -0.491 2.027 -0.4 0.7 -0.1
H 2.342 -0.187 -0.652 -0.3 -0.1 0.0
H -2.646 1.194 1.050 0.1 -0.2 0.1
H 1.620 -2.276 -1.760 -0.5 0.3 0.1
H 0.388 1.336 2.046 -0.1 0.0 0.2
H -2.322 0.879 -0.658 0.0 0.0 0.0
```
Positions in Å, forces in eV/Å.

***

(3)
DFT (ωB97M-V/def2-TZVPD) results for 2 unconnected molecules or ions with the total composition C2H10NO.

Computed properties:
⟨S²⟩: 0.754
Frontier orbital gap (alpha / beta), Eh: 0.4586 / 0.1676
HOMO energy (alpha / beta), eV: -22.00 / -21.90
F_max, eV/A: 1.93
Net charge: +2
Lowest unoccupied orbital energy (alpha / beta), eV: -9.53 / -17.34
Relative energy (zero: lowest compared OMol25 entry of this formula, charge and spin), kcal/mol: 38.5
Spin multiplicity: 2

XYZ file:
```
14
Properties=species:S:1:pos:R:3:forces:R:3
O -1.770 -0.462 1.520 -1.0 -0.2 0.6
N 0.439 -0.308 -0.583 -0.9 0.5 1.1
C 1.255 0.202 0.580 0.1 -0.8 0.0
C 0.372 0.658 -1.706 0.7 -0.1 -1.8
H 1.123 0.391 -2.459 0.3 -0.1 0.4
H -0.511 -0.452 -0.193 0.5 0.1 -0.7
H -2.433 0.259 1.769 0.2 0.3 0.0
H 0.720 -1.245 -0.887 0.4 0.2 -0.1
H 2.238 0.442 0.196 0.2 0.2 0.1
H 1.322 -0.594 1.311 0.3 -0.3 0.1
H -2.248 -1.315 1.786 0.3 -0.2 0.0
H -0.533 0.534 -2.288 -0.5 0.2 0.4
H 0.782 1.050 1.073 0.0 0.2 -0.5
H 0.595 1.686 -1.427 -0.4 -0.2 0.4
```
Positions in Å, forces in eV/Å.

***

(4)
DFT (ωB97M-V/def2-TZVPD) results for a molecular structure, C19H28AsBr2CaNO2S.

Computed properties:
Frontier orbital gap, Eh: 0.2302
HOMO energy, eV: -6.32
F_max, eV/A: 2.73
Net charge: 0
Lowest unoccupied orbital energy, eV: -0.05
Relative energy (zero: lowest compared OMol25 entry of this formula, charge and spin), kcal/mol: 6.0

XYZ file:
```
55
Properties=species:S:1:pos:R:3:forces:R:3
Br -5.185 -2.547 3.953 0.3 -0.1 -0.2
Br -2.809 2.436 3.664 0.5 -0.7 -0.4
As 0.932 -0.949 -1.838 -0.4 0.0 -1.4
Ca 0.960 -0.346 1.032 1.5 0.2 1.2
S 2.001 2.688 -0.092 0.3 0.8 0.0
O 2.317 1.421 0.648 0.1 0.1 -0.1
O -0.561 0.940 2.128 -0.3 -1.4 -0.5
N -0.496 -2.105 1.473 -0.8 0.5 0.3
C -2.620 0.576 3.182 0.4 -0.3 -0.3
C 0.105 0.706 -2.545 0.0 0.2 -0.2
C -1.487 0.087 2.462 0.0 0.9 0.2
C -3.675 -0.225 3.598 0.1 -0.8 -0.2
C 3.126 4.671 1.346 0.2 0.2 0.2
C -2.611 -3.569 2.334 0.4 -0.6 -0.4
C -2.594 -2.174 2.609 -0.5 -0.4 0.2
C 1.652 5.018 1.235 0.0 0.3 0.1
C -0.770 1.361 -1.487 -0.3 0.1 0.1
C 0.937 3.699 1.007 -0.3 0.2 0.0
C 1.698 -1.527 -3.572 0.2 0.1 -0.1
C -1.498 -2.234 -3.012 -0.2 -0.2 -0.2
C -0.554 -3.424 1.236 1.1 2.5 0.1
C -1.593 -4.204 1.647 -1.6 -0.1 0.9
C 2.258 -2.938 -3.471 0.2 -0.4 -0.1
C -0.668 -2.139 -1.736 -0.2 -0.1 -0.1
C 3.425 3.815 0.130 0.2 0.0 0.1
C -1.486 -1.388 2.161 -0.5 -1.2 0.0
C -3.660 -1.576 3.315 -0.5 0.8 0.4
H 2.705 -3.230 -4.445 -0.2 0.0 0.6
H 0.920 1.406 -2.823 -0.3 -0.5 0.1
H 3.754 5.567 1.367 0.0 -0.1 0.0
H 3.314 4.107 2.267 0.0 0.0 -0.2
H 3.043 -2.979 -2.688 -0.4 -0.2 -0.5
H -2.357 -2.915 -2.834 0.4 0.4 -0.2
H 3.493 4.428 -0.775 -0.1 -0.1 0.0
H 2.341 -1.102 2.431 -0.1 -0.1 -0.2
H -1.902 -1.245 -3.299 0.2 -0.5 0.0
H 0.291 -3.829 0.691 0.0 0.0 0.1
H 4.345 3.235 0.239 -0.3 -0.2 -0.2
H -1.602 0.685 -1.203 0.3 0.5 0.0
H 1.451 -3.656 -3.219 0.5 0.2 -0.1
H -0.041 3.832 0.538 0.1 -0.2 0.1
H 1.283 5.521 2.135 0.0 -0.1 -0.1
H 0.935 -1.475 -4.375 0.3 0.2 0.5
H -1.314 -1.771 -0.912 0.5 -0.3 -0.4
H 0.813 3.151 1.947 0.0 -0.2 -0.3
H -0.490 0.494 -3.455 0.4 0.0 0.4
H 2.519 -0.828 -3.838 -0.6 -0.2 0.2
H -3.437 -4.195 2.660 0.0 0.4 0.1
H -4.503 0.217 4.142 0.1 -0.1 -0.1
H -1.197 2.304 -1.890 0.1 -0.5 0.5
H -0.317 -3.157 -1.467 -0.1 0.7 0.1
H -0.901 -2.658 -3.843 -0.4 0.3 0.3
H -0.164 1.598 -0.587 -0.7 -0.1 -0.4
H 1.487 5.692 0.386 0.0 0.0 0.1
H -1.617 -5.266 1.444 0.0 0.0 0.0
```
Positions in Å, forces in eV/Å.

***

(5)
DFT (ωB97M-V/def2-TZVPD) results for 2 unconnected molecules or ions with the total composition C5H8O2S2.

Computed properties:
Frontier orbital gap (alpha / beta), Eh: 0.2698 / 0.2771
HOMO energy (alpha / beta), eV: -7.51 / -7.35
F_max, eV/A: 4.03
Net charge: 0
Lowest unoccupied orbital energy (alpha / beta), eV: -0.17 / 0.19
Relative energy (zero: lowest compared OMol25 entry of this formula, charge and spin), kcal/mol: 88.9

XYZ file:
```
17
Properties=species:S:1:pos:R:3:forces:R:3
S 1.247 -1.260 0.228 -2.8 2.6 -0.1
S 1.421 1.729 0.503 0.8 0.5 -0.5
O -1.775 0.050 -1.034 -0.6 -0.1 -0.4
O 2.541 -1.686 0.681 2.6 -1.0 0.5
C -2.198 -1.578 0.730 -3.4 -1.3 -1.8
C 2.352 0.884 -0.853 2.7 1.8 0.6
C 1.459 -0.156 -1.244 -1.2 -3.2 -1.2
C 0.869 0.272 1.120 -1.8 -1.2 1.1
C -1.637 -0.454 0.014 1.6 1.1 0.6
H -3.050 -2.048 0.065 1.9 0.2 0.8
H 2.682 1.674 -1.631 -0.5 -1.5 1.3
H 1.748 -0.894 -1.980 1.1 0.0 -0.4
H 0.516 0.123 -1.628 -1.3 0.7 0.1
H 0.245 0.295 2.040 0.8 -0.2 -0.8
H -1.427 -2.220 1.069 0.7 -0.9 -0.1
H 3.210 0.293 -0.373 -0.5 1.5 -0.7
H -2.797 -1.360 1.585 0.0 1.0 0.9
```
Positions in Å, forces in eV/Å.

***

(6)
DFT (ωB97M-V/def2-TZVPD) results for C6H12BIO2 in the gas phase.

Computed properties:
Frontier orbital gap, Eh: 0.3514
HOMO energy, eV: -9.60
F_max, eV/A: 8.95
Net charge: 0
Lowest unoccupied orbital energy, eV: -0.03
Relative energy (zero: lowest compared OMol25 entry of this formula, charge and spin), kcal/mol: 129.0

XYZ file:
```
22
Properties=species:S:1:pos:R:3:forces:R:3
I -1.988 -2.376 1.484 -0.1 0.7 -0.8
O 2.905 -1.611 2.187 -1.9 7.7 -4.1
O 2.924 0.003 0.266 -2.0 -1.7 2.8
C 2.576 -0.439 1.637 1.0 -5.1 2.0
C -0.993 1.100 0.708 -0.8 0.7 0.5
C 2.023 -0.611 -0.735 -0.3 -1.2 -2.0
C 0.938 0.422 -1.403 0.8 0.3 -1.0
C -2.264 -1.106 -0.289 -0.5 0.7 -2.0
C -2.359 0.500 0.028 -0.3 -0.1 0.2
B 0.216 1.455 -0.349 -0.5 -1.2 0.3
H -1.370 -1.364 -1.029 -1.9 0.6 1.8
H -2.605 1.075 -0.986 0.6 -1.3 2.0
H 0.637 2.575 -0.314 0.0 -0.1 0.0
H 1.894 0.312 2.266 1.7 -1.3 -1.5
H 2.731 -0.971 -1.623 -1.5 0.8 2.1
H -1.308 2.101 1.278 0.7 -2.2 -1.2
H -3.281 0.734 0.747 2.0 -0.7 -1.5
H -0.614 0.368 1.540 -0.7 1.1 -1.5
H 1.474 -1.581 -0.353 1.2 2.0 -0.3
H -3.261 -1.472 -0.821 2.2 0.8 1.3
H 0.187 -0.215 -2.058 1.5 1.1 1.4
H 1.536 1.101 -2.182 -1.2 -1.5 1.6
```
Positions in Å, forces in eV/Å.